# 1
Computed, not measured: 4 unconnected molecules or ions with the total composition C24H53N2O11S4, with the ωB97M-V functional and the def2-TZVPD basis.

Results
Net charge = +1
Gap between HOMO and LUMO = 9.7 eV
LUMO level = -2.5 eV
HOMO level = -12.19 eV
Molecular weight = 674.0 g/mol

Structure (XYZ):
```
94
Properties=species:S:1:pos:R:3:lowdin_charge:R:1
C -2.532 0.119 3.036 -0.0922
C -2.566 -0.320 1.561 -0.2539
C -1.204 -0.749 1.044 -0.2197
C -1.248 -1.184 -0.429 -0.1689
C -0.483 -0.242 -1.391 -0.0957
C 0.224 -0.964 -2.478 -0.1214
C -0.029 -1.017 -3.803 -0.1576
C -1.047 -0.306 -4.620 -0.0794
C -0.745 1.174 -4.843 -0.3896
C 0.514 1.411 -5.683 -0.0173
O -0.646 1.775 -3.554 -0.0500
N 0.903 -1.928 -4.325 -0.3584
S 1.032 -2.465 -5.944 0.9318
C 1.691 -2.350 -3.344 -0.0763
N 1.307 -1.789 -2.212 0.0344
C 1.953 -1.995 -0.921 -0.0452
C 2.948 -0.888 -0.567 -0.1722
O 3.481 -0.372 -1.770 -0.1862
C 4.631 0.451 -1.568 -0.2389
C 4.274 1.867 -1.116 -0.0483
H -3.169 0.990 3.190 0.0596
H -2.893 -0.656 3.708 0.0671
H -1.520 0.404 3.328 0.0705
H -3.270 -1.146 1.460 0.1141
H -2.929 0.509 0.958 0.0754
H -0.838 -1.567 1.669 0.1150
H -0.509 0.086 1.168 0.1060
H -2.289 -1.194 -0.752 0.1162
H -0.900 -2.211 -0.541 0.1028
H 0.228 0.381 -0.845 0.1194
H -1.184 0.452 -1.851 0.1076
H -2.032 -0.436 -4.174 0.1393
H -1.088 -0.757 -5.612 0.1006
H -1.611 1.600 -5.355 0.1468
H 1.324 1.712 -5.017 0.0887
H 0.365 2.216 -6.399 0.0845
H 0.839 0.520 -6.211 0.0515
H -0.496 2.718 -3.674 0.0740
H 2.190 -1.838 -6.183 -0.0978
H 2.498 -3.053 -3.430 0.1459
H 1.173 -2.051 -0.170 0.1233
H 2.474 -2.949 -0.944 0.1135
H 2.459 -0.102 0.015 0.1210
H 3.748 -1.329 0.033 0.1233
H 5.129 0.479 -2.536 0.1218
H 5.310 -0.037 -0.865 0.1101
H 3.250 1.901 -0.752 0.0692
H 4.942 2.216 -0.333 0.0800
H 4.351 2.566 -1.946 0.0735
O -3.384 2.461 -0.251 -0.2871
S -3.703 3.860 -0.231 0.5724
O -4.744 4.343 -1.079 -0.2603
O -2.368 4.679 -0.503 -0.2560
C -1.584 4.297 -1.656 -0.2536
C -2.159 4.825 -2.954 -0.0616
C -3.978 4.392 1.419 -0.1109
H -1.482 3.210 -1.671 0.0894
H -0.603 4.727 -1.459 0.1267
H -3.106 4.346 -3.194 0.0808
H -1.459 4.634 -3.769 0.0706
H -2.332 5.898 -2.888 0.0918
H -3.157 4.047 2.041 0.0739
H -4.917 3.944 1.738 0.0837
H -4.052 5.476 1.425 0.0792
O -5.446 1.618 5.400 -0.2831
S -4.546 1.165 6.418 0.5468
O -3.947 -0.128 6.294 -0.2780
O -5.254 1.298 7.825 -0.2625
C -6.580 0.723 7.968 -0.2394
C -6.545 -0.779 8.146 -0.0693
C -3.285 2.363 6.677 -0.1177
H -7.183 1.019 7.109 0.1133
H -6.985 1.216 8.848 0.1229
H -6.209 -1.282 7.241 0.0729
H -7.546 -1.135 8.388 0.0836
H -5.869 -1.052 8.955 0.0860
H -3.748 3.337 6.807 0.0762
H -2.657 2.348 5.788 0.0677
H -2.709 2.079 7.553 0.0777
O 6.450 -2.507 -0.326 -0.2646
S 5.663 -3.532 -0.941 0.5559
O 4.470 -3.978 -0.277 -0.2826
O 6.572 -4.754 -1.319 -0.2530
C 7.448 -5.300 -0.287 -0.2247
C 6.705 -6.177 0.695 -0.0654
C 5.200 -3.028 -2.558 -0.1118
H 7.960 -4.473 0.205 0.1158
H 8.186 -5.867 -0.848 0.1256
H 6.017 -5.600 1.310 0.0747
H 7.424 -6.666 1.351 0.0875
H 6.133 -6.941 0.170 0.0874
H 6.070 -2.682 -3.109 0.0882
H 4.497 -2.210 -2.404 0.0369
H 4.729 -3.870 -3.062 0.0763
```



# 2
Computed, not measured: a molecular structure, C24H54As2NO4Si3Zn in a non-equilibrium geometry, with the ωB97M-V functional and the def2-TZVPD basis.

Results
Net charge = +1
Gap between HOMO and LUMO = 7.4 eV
Relative energy (zero: lowest compared OMol25 entry of this formula, charge and spin) = 0.000 eV
LUMO level = -2.9 eV
HOMO level = -10.23 eV
Molecular weight = 720.2 g/mol

Structure (XYZ):
```
89
Properties=species:S:1:pos:R:3:lowdin_charge:R:1
Zn -0.011 0.810 0.886 0.7123
O 0.388 2.199 2.634 -0.1345
C -0.111 3.553 2.754 -0.1987
C -1.664 3.595 2.864 -0.1291
C -2.529 2.502 2.155 -0.1238
C -2.494 2.409 0.658 -0.2395
C -3.446 3.209 -0.011 0.0155
C -3.773 2.880 -1.326 -0.0205
C -3.029 1.904 -1.945 -0.0630
C -2.007 1.238 -1.309 -0.1187
N -1.702 1.504 0.016 0.0297
H 0.060 1.736 3.446 0.0976
H 0.359 4.135 1.944 0.1131
H 0.315 3.989 3.663 0.1232
H -1.913 4.612 2.524 0.1185
H -1.876 3.464 3.956 0.1268
H -3.576 2.657 2.423 0.1271
H -2.241 1.520 2.598 0.1006
H -3.964 3.914 0.624 0.1245
H -4.427 3.471 -1.907 0.1090
H -3.278 1.539 -2.961 0.1293
H -1.306 0.522 -1.835 0.0782
C -0.355 -1.826 4.931 -0.0197
C -1.456 -1.012 4.256 -0.5478
C -2.791 -1.684 4.570 -0.0232
O -1.335 0.353 4.590 -0.0063
C -1.309 -1.001 2.719 -0.5616
O -2.206 -1.340 1.967 -0.0282
O -0.118 -0.620 2.294 -0.1625
H -0.339 -1.766 6.088 0.1219
H 0.614 -1.380 4.591 0.0878
H -0.451 -2.876 4.601 0.0979
H -3.006 -1.673 5.635 0.0837
H -2.799 -2.725 4.178 0.1083
H -3.635 -1.091 4.189 0.0899
H -1.401 0.611 5.499 0.1061
C 0.430 0.818 -4.533 -0.2174
Si 1.641 -0.352 -3.750 0.3153
C 3.343 -0.225 -4.598 -0.1979
C 0.988 -2.089 -4.047 -0.2171
As 1.728 0.066 -1.315 0.8095
Si 3.121 -1.570 -0.224 0.2897
C 3.176 -1.035 1.535 -0.2202
C 4.763 -1.518 -1.091 -0.2053
C 2.167 -3.225 -0.390 -0.1986
Si 2.959 2.239 -1.393 0.3358
C 1.927 3.409 -2.385 -0.2355
C 4.709 2.047 -2.114 -0.2116
C 3.163 3.080 0.314 -0.1954
H 0.494 0.662 -5.603 0.0389
H 0.796 1.832 -4.407 -0.0011
H -0.590 0.630 -4.094 0.0403
H 3.262 -0.442 -5.667 0.0427
H 3.999 -1.015 -4.192 0.0187
H 3.879 0.740 -4.424 0.0167
H 0.250 -2.160 -4.887 0.0541
H 0.470 -2.475 -3.155 0.0141
H 1.933 -2.644 -4.217 0.0343
H 3.666 -0.079 1.701 0.0260
H 3.805 -1.783 2.048 0.0502
H 2.240 -1.038 2.109 0.0150
H 5.257 -0.600 -0.835 0.0063
H 4.691 -1.538 -2.196 0.0251
H 5.382 -2.328 -0.689 0.0442
H 1.197 -3.090 0.072 0.0117
H 2.623 -3.999 0.247 0.0389
H 2.102 -3.635 -1.396 0.0210
H 2.014 3.332 -3.467 0.0213
H 2.157 4.444 -2.025 0.0573
H 0.875 3.188 -2.191 0.0151
H 5.115 3.063 -2.393 0.0608
H 4.831 1.383 -2.972 -0.0068
H 5.381 1.654 -1.354 0.0155
H 2.320 3.657 0.665 0.0054
H 3.949 3.831 0.290 0.0420
H 3.364 2.385 1.083 -0.0055
C -3.672 -3.606 -2.125 -0.3539
As -2.980 -2.550 -0.544 1.0480
C -4.792 -2.451 0.290 -0.3474
C -2.260 -4.204 0.399 -0.3189
H -4.328 -4.407 -1.777 0.0156
H -2.731 -4.008 -2.573 0.0126
H -4.201 -2.979 -2.815 -0.0080
H -5.275 -3.408 0.451 0.0150
H -5.491 -1.877 -0.317 0.0076
H -4.747 -1.886 1.270 0.0193
H -2.982 -5.023 0.384 0.0153
H -1.984 -3.926 1.421 -0.0085
H -1.326 -4.624 -0.079 0.0258
```



# 3
Computed, not measured: a molecular structure, C24H54Cl12N2 in a non-equilibrium geometry, with the ωB97M-V functional and the def2-TZVPD basis.

Results
Net charge = 0
Gap between HOMO and LUMO = 7.5 eV
Relative energy (zero: lowest compared OMol25 entry of this formula, charge and spin) = 6.044 eV
LUMO level = 0.0 eV
HOMO level = -7.51 eV
Molecular weight = 796.1 g/mol

Structure (XYZ):
```
92
Properties=species:S:1:pos:R:3:lowdin_charge:R:1
Cl 3.816 -0.716 3.648 0.5708
C 3.178 -0.532 5.315 -0.6182
C 2.109 -1.688 5.576 -0.6578
Cl 1.265 -1.399 7.129 0.5544
H 2.633 0.497 5.366 0.0983
H 3.902 -0.593 6.055 0.0316
H 2.572 -2.624 5.501 0.0500
H 1.645 -1.605 4.622 0.0015
Cl 0.965 -0.065 -3.103 0.5872
C -0.533 0.796 -3.544 -0.6606
C -0.613 0.890 -5.024 -0.6111
Cl -0.767 -0.740 -5.867 0.5049
H -0.334 1.713 -3.052 0.0174
H -1.301 0.332 -3.044 0.0065
H 0.329 1.336 -5.345 0.0615
H -1.309 1.667 -5.291 0.0780
Cl -4.862 -2.570 2.650 0.5234
C -3.294 -2.863 3.481 -0.6560
C -2.047 -2.556 2.542 -0.5857
Cl -0.593 -3.279 3.436 0.4938
H -3.188 -3.851 3.886 0.0405
H -3.221 -2.136 4.377 0.0942
H -1.609 -1.579 2.303 0.0269
H -2.247 -3.167 1.599 0.0669
Cl 3.500 -3.390 1.208 0.6223
C 2.411 -4.137 0.120 -0.7601
C 2.585 -3.735 -1.421 -0.6251
Cl 4.308 -4.095 -1.841 0.4751
H 1.552 -3.716 0.273 -0.1463
H 2.505 -5.208 0.141 0.0697
H 2.366 -2.515 -1.446 0.0647
H 1.898 -4.221 -2.280 0.1188
Cl -0.900 0.976 -0.324 0.6250
C 0.329 0.627 0.934 -0.6610
C 1.327 -0.426 0.779 -0.5339
Cl 0.427 -1.959 0.203 0.6482
H -0.155 0.400 1.889 0.0657
H 0.894 1.610 1.106 0.0785
H 1.780 -0.576 1.698 0.0179
H 1.947 0.018 -0.089 0.0668
Cl 2.026 7.158 3.142 0.5566
C 2.159 5.449 3.664 -0.6288
C 1.104 4.648 2.991 -0.5722
Cl 1.347 4.565 1.272 0.9491
H 2.224 5.334 4.804 0.1228
H 3.105 5.313 3.238 -0.0128
H 0.044 5.139 3.121 0.1160
H 1.009 3.676 3.374 0.0608
C -5.005 0.301 -3.593 -0.0721
C -5.616 -0.581 -2.598 -0.2405
N -5.084 -1.959 -2.675 -0.1784
C -3.894 -2.347 -2.212 -0.3676
C -3.332 -1.644 -1.089 -0.1240
C -6.106 -3.004 -2.125 -0.2387
C -7.175 -3.145 -3.057 -0.1321
H -5.388 1.262 -3.345 0.0789
H -5.196 -0.080 -4.585 0.0911
H -3.977 0.339 -3.521 0.0346
H -6.665 -0.503 -2.514 0.0962
H -5.140 -0.312 -1.625 0.0974
H -3.520 -1.749 -2.955 0.0713
H -3.376 -3.289 -2.550 0.1751
H -3.676 -0.636 -0.626 0.1063
H -2.310 -1.798 -0.831 0.0096
H -3.528 -2.390 -0.215 0.0681
H -6.520 -2.401 -1.088 0.1796
H -5.753 -3.801 -1.888 0.0030
H -7.813 -2.139 -3.214 0.1222
H -7.915 -3.829 -2.571 0.0819
H -6.790 -3.695 -3.928 0.0856
C 4.175 -0.181 -0.189 -0.0775
C 4.513 1.294 0.027 -0.1564
N 3.287 2.174 -0.205 -0.1152
C 3.066 3.253 0.736 -0.4696
C 4.194 3.951 1.114 -0.1261
C 3.336 2.749 -1.519 -0.2788
C 1.966 3.077 -2.147 -0.1274
H 3.358 -0.439 0.440 -0.0180
H 4.867 -0.824 0.026 0.0134
H 3.645 -0.413 -1.100 0.0734
H 5.374 1.493 -0.529 0.1061
H 4.862 1.389 0.875 0.0168
H 3.003 2.631 1.716 0.1487
H 2.171 3.694 0.802 -0.3601
H 5.232 3.766 1.129 0.0874
H 4.058 4.226 2.211 0.0914
H 4.180 4.860 0.559 0.0864
H 3.500 1.815 -2.362 0.1681
H 3.971 3.479 -1.719 0.0566
H 1.849 3.188 -3.410 0.1482
H 1.551 3.889 -1.503 0.0484
H 1.335 2.131 -1.915 -0.0003
```



# 4
Computed, not measured: a molecular structure, C24H54N2O8Y in a non-equilibrium geometry, with the ωB97M-V functional and the def2-TZVPD basis.

Results
Net charge = +1
Gap between HOMO and LUMO = 6.0 eV
Relative energy (zero: lowest compared OMol25 entry of this formula, charge and spin) = 1.651 eV
LUMO level = -2.5 eV
HOMO level = -8.53 eV
Molecular weight = 587.6 g/mol

Structure (XYZ):
```
89
Properties=species:S:1:pos:R:3:lowdin_charge:R:1
Y -0.307 -0.122 -0.412 1.6827
C 2.650 -3.076 -1.679 -0.0368
C 3.696 -2.238 -0.930 -0.5018
C 5.005 -2.502 -1.705 -0.1454
C 6.113 -1.552 -1.291 -0.1905
C 5.718 -0.095 -1.496 -0.1258
C 4.381 0.240 -0.818 -0.5042
N 3.405 -0.817 -1.102 -0.1557
O 2.085 -0.463 -0.875 -0.3173
C 3.896 1.566 -1.391 -0.0416
C 4.613 0.441 0.680 -0.0319
C 3.805 -2.725 0.509 -0.0182
H 1.812 -3.306 -1.014 0.0645
H 3.045 -4.044 -1.997 0.0911
H 2.325 -2.594 -2.600 0.0753
H 4.883 -2.483 -2.790 0.1225
H 5.351 -3.515 -1.466 0.1216
H 7.050 -1.768 -1.814 0.1156
H 6.385 -1.771 -0.252 0.1044
H 5.619 0.068 -2.570 0.1199
H 6.538 0.461 -1.038 0.1256
H 3.908 1.527 -2.480 0.0905
H 4.495 2.408 -1.035 0.0918
H 2.918 1.847 -0.989 0.0507
H 5.126 1.369 0.949 0.0861
H 5.202 -0.336 1.176 0.0709
H 3.679 0.468 1.256 0.0586
H 2.942 -2.376 1.086 0.0592
H 4.674 -2.311 1.020 0.0664
H 3.849 -3.812 0.603 0.0918
C -2.061 1.171 3.506 -0.0200
C -3.291 1.090 2.588 -0.5028
C -4.412 1.836 3.314 -0.1519
C -5.703 2.035 2.522 -0.1612
C -5.307 2.656 1.177 -0.1374
C -4.189 1.993 0.396 -0.5137
N -3.053 1.732 1.293 -0.1532
O -1.955 1.210 0.645 -0.3309
C -3.676 2.965 -0.672 -0.0404
C -4.682 0.742 -0.365 -0.0229
C -3.703 -0.388 2.452 -0.0262
H -1.935 2.235 3.723 0.0910
H -1.137 0.768 3.109 0.0419
H -2.341 0.698 4.448 0.0880
H -4.032 2.830 3.578 0.1212
H -4.594 1.422 4.311 0.1241
H -6.295 2.760 3.077 0.1129
H -6.275 1.113 2.409 0.1052
H -5.030 3.689 1.407 0.1232
H -6.174 2.719 0.513 0.1239
H -3.123 3.766 -0.175 0.0910
H -4.444 3.317 -1.360 0.0877
H -2.920 2.488 -1.306 0.0510
H -5.216 0.088 0.328 0.0620
H -3.831 0.146 -0.702 0.0494
H -5.360 0.993 -1.178 0.0874
H -3.004 -1.009 1.888 0.0483
H -4.718 -0.502 2.080 0.0632
H -3.750 -0.872 3.436 0.0901
C -1.148 -2.770 -2.218 -0.1772
C -2.483 -2.130 -1.736 -0.1547
O -2.174 -1.562 -0.456 -0.1759
O -0.130 -1.774 -2.133 -0.1602
H -1.350 -3.067 -3.250 0.1366
H -0.981 -3.683 -1.643 0.1289
H -3.323 -2.815 -1.708 0.1441
H -2.632 -1.309 -2.440 0.1135
H -2.766 -1.916 0.216 0.1042
H 0.524 -1.933 -2.822 0.1045
C 1.218 -0.352 2.480 -0.1937
C 0.386 -1.632 2.387 -0.1643
O 0.142 -1.912 1.006 -0.1514
O 0.674 0.595 1.567 -0.1501
H 2.237 -0.641 2.187 0.0955
H 1.402 -0.077 3.521 0.1459
H -0.620 -1.473 2.791 0.1180
H 0.840 -2.444 2.952 0.1434
H 0.159 -2.871 0.921 0.1262
H 1.158 1.414 1.731 0.1350
C -0.439 2.000 -3.141 -0.1774
C 0.741 2.315 -2.245 -0.2067
O 0.375 2.163 -0.867 -0.1265
O -0.874 0.686 -2.768 -0.1280
H -0.160 1.988 -4.201 0.1375
H -1.249 2.738 -3.135 0.1275
H 1.142 3.290 -2.529 0.1456
H 1.571 1.635 -2.451 0.0950
H 0.434 3.034 -0.464 0.1326
H -1.327 0.320 -3.533 0.1117
```